Record 1
DFT (ωB97M-V with the def2-TZVPD basis set) results for 2 unconnected molecules or ions with the total composition C5H7NO2 in a non-equilibrium geometry.

Energy above the lowest of the compared OMol25 structures with the same formula, charge and spin: 26.13 kcal/mol
Charge: 0
E_HOMO (alpha / beta): -7.07 / -9.80 eV
Largest force on an atom: 0.082 hartree/bohr
Molecular weight: 113.116 g mol⁻¹
E_LUMO (alpha / beta): 1.069 / -0.555 eV
2S+1: 3

Last column: natural (NBO) charge in e.
CARTESIAN COORDINATES (ANGSTROEM)
C 0.3966 -1.5696 -0.6127  -0.1075
C 1.1098 -1.5806 0.5342  0.1110
C -2.5665 -0.3159 -0.3004  0.3941
C 0.3433 0.4759 0.2806  0.1557
C 1.0079 1.8304 -0.0725  -0.6288
N 0.0536 -0.3067 -0.8940  -0.4047
O -2.4377 0.3019 0.6502  -0.4941
O 1.1834 -0.3083 1.0291  -0.4575
H 0.2629 -2.3870 -1.2846  0.2136
H 1.7171 -2.4111 0.9871  0.2092
H -3.6492 -0.6024 -0.7078  0.1067
H -0.6834 0.5171 0.8084  0.2310
H 0.5497 2.5410 0.6718  0.2142
H 0.5749 2.0343 -1.0098  0.2278
H 2.1374 1.7809 -0.0796  0.2292

Cartesian forces (eV/Å) of the 3 atoms listed first:
-0.050 1.609 -0.866
1.456 -0.605 1.859
-2.205 -2.192 -2.815

=====

Record 2
DFT (ωB97M-V with the def2-TZVPD basis set) results for 15 unconnected molecules or ions with the total composition C54H82F20N18O40S20 in a non-equilibrium geometry.

Charge: -1
E_HOMO (alpha / beta): -5.25 / -5.23 eV
Largest force on an atom: 0.258 hartree/bohr
Molecular weight: 2644.636 g mol⁻¹
E_LUMO (alpha / beta): -4.201 / -4.201 eV
2S+1: 2

Last column: Mulliken spin population.
CARTESIAN COORDINATES (ANGSTROEM)
C 3.8330 10.9872 -4.4117  0.0001
N 3.2268 9.9166 -3.6129  0.0000
C 4.0479 9.2978 -2.7267  0.0008
C 3.6062 8.4959 -1.7370  -0.0014
C 2.1758 8.4388 -1.5333  0.0043
C 1.3361 8.9541 -2.5722  -0.0031
C 1.9134 9.7050 -3.6109  0.0010
C 1.5662 7.7061 -0.3461  -0.0041
C 2.2360 6.5528 0.1308  0.0067
C 1.7039 5.9133 1.2624  -0.0011
N 0.5168 6.3464 1.8386  -0.0019
C -0.1195 7.4757 1.4580  -0.0029
C 0.3711 8.1387 0.2754  0.0028
C 0.0344 5.6945 3.0828  -0.0034
H 4.4091 10.5095 -5.2043  0.0000
H 4.4461 11.6075 -3.7580  0.0000
H 3.0180 11.5763 -4.8323  0.0000
H 5.1107 9.4363 -2.8598  0.0001
H 4.2852 8.1034 -0.9945  0.0000
H 0.2603 8.9067 -2.6551  -0.0005
H 1.3728 10.2749 -4.3521  0.0001
H 3.0868 6.1180 -0.3727  0.0003
H 2.1746 5.0658 1.7384  -0.0011
H -0.9383 7.8167 2.0742  0.0000
H -0.2314 8.9331 -0.1399  0.0006
H 0.4905 6.3077 3.8600  -0.0001
H 0.3713 4.6614 3.1677  0.0024
H -1.0300 5.7502 3.3111  0.0009
C 7.4066 -10.3760 -6.7132  0.0000
N 6.2082 -9.8247 -5.9853  0.0000
C 5.1314 -9.3343 -6.7018  0.0000
C 3.9863 -8.8858 -6.0201  0.0000
C 3.9821 -8.7869 -4.5889  0.0000
C 5.1407 -9.1951 -3.9694  0.0000
C 6.2399 -9.7772 -4.5838  0.0000
C 2.9029 -8.0752 -3.8277  0.0000
C 2.4628 -6.7854 -4.1590  0.0003
C 1.5268 -6.0954 -3.3617  0.0001
N 1.0966 -6.6437 -2.1724  -0.0001
C 1.5421 -7.8683 -1.7959  0.0001
C 2.4897 -8.5646 -2.5746  0.0000
C 0.1787 -5.8310 -1.3199  -0.0002
H 7.1618 -11.0183 -7.5591  0.0000
H 8.1123 -10.8592 -6.0375  0.0000
H 7.8914 -9.5046 -7.1533  0.0000
H 5.2394 -9.3076 -7.7761  0.0000
H 3.1531 -8.5661 -6.6282  0.0000
H 5.1962 -9.1580 -2.8914  0.0000
H 7.0300 -10.2766 -4.0427  0.0000
H 2.8270 -6.3904 -5.0959  0.0000
H 1.0536 -5.2150 -3.7708  -0.0003
H 1.1228 -8.1632 -0.8453  0.0000
H 2.9074 -9.4474 -2.1134  0.0000
H 0.8276 -5.1686 -0.7469  0.0000
H -0.4532 -6.4489 -0.6819  0.0000
H -0.3622 -5.1995 -2.0246  0.0001
C 5.0879 -7.0975 0.7495  0.0001
N 5.2694 -5.6204 0.7861  0.0000
C 4.1726 -4.8135 0.6908  0.0003
C 4.3741 -3.4452 0.5816  -0.0001
C 5.6274 -2.8954 0.7913  0.0007
C 6.7398 -3.7464 0.9729  0.0000
C 6.5253 -5.0850 0.8732  0.0000
C 5.8142 -1.3754 0.8318  0.0000
C 6.7039 -0.8385 1.7660  0.0001
C 6.9822 0.5138 1.7316  -0.0001
N 6.4241 1.2536 0.7525  0.0000
C 5.4590 0.8057 -0.1283  0.0004
C 5.1719 -0.5953 -0.0983  -0.0002
C 6.7586 2.6884 0.6384  0.0001
H 5.9234 -7.5908 0.2529  0.0000
H 4.1776 -7.2975 0.1843  -0.0001
H 5.0618 -7.5067 1.7595  0.0000
H 3.2147 -5.3114 0.7205  -0.0001
H 3.4977 -2.8142 0.5937  -0.0006
H 7.7744 -3.4572 0.8618  0.0000
H 7.3640 -5.7526 0.7420  0.0000
H 7.1781 -1.4235 2.5402  0.0001
H 7.6080 1.0291 2.4453  -0.0001
H 4.9209 1.4693 -0.7889  0.0000
H 4.4280 -1.0075 -0.7640  -0.0002
H 5.9326 3.2142 0.1594  -0.0001
H 7.7454 2.7391 0.1782  0.0000
H 6.7903 3.1134 1.6416  0.0000
C -2.5850 -3.9079 -3.5816  0.0002
C -3.1659 -2.5407 -3.5009  -0.0004
C -2.6861 -1.5226 -4.4605  0.0003
N -3.1588 -0.0527 -4.1898  -0.0009
C -2.4276 0.8382 -5.2398  0.0002
C -2.9010 2.2682 -5.2564  -0.0005
C -4.4886 2.4973 -5.1039  0.0001
C -5.1324 1.5747 -4.1116  0.0002
C -4.7181 0.0730 -4.3431  0.0001
C -2.7044 0.3383 -2.7356  0.0011
H -1.4966 -3.9135 -3.6411  0.0000
H -2.8261 -4.5303 -4.4433  0.0000
H -2.7643 -4.4962 -2.6817  -0.0001
H -3.0012 -2.1935 -2.4809  0.0000
H -4.2446 -2.6970 -3.5032  0.0000
H -2.9136 -1.8435 -5.4771  0.0000
H -1.6261 -1.3095 -4.3224  0.0001
H -2.5107 0.3483 -6.2100  0.0000
H -1.3680 0.9187 -4.9973  0.0000
H -2.6966 2.8522 -6.1538  0.0001
H -2.3782 2.9105 -4.5478  0.0003
H -4.9612 2.4000 -6.0814  0.0000
H -4.6476 3.4809 -4.6621  0.0000
H -6.2173 1.6648 -4.0579  0.0001
H -4.8148 1.7694 -3.0872  -0.0003
H -4.9544 -0.2348 -5.3617  0.0001
H -5.2940 -0.5575 -3.6657  0.0000
H -3.3883 -0.0406 -1.9762  0.0000
H -2.6562 1.4271 -2.7219  -0.0004
H -1.6962 -0.0724 -2.6795  -0.0003
C 0.2613 -1.7263 -0.5331  0.0002
C -0.1900 -1.4141 0.9187  0.0002
C -0.3833 0.1200 1.1474  0.0021
N -1.0767 0.3687 2.5198  0.0008
C -2.5668 -0.0755 2.6359  -0.0048
C -3.5546 0.7324 1.7526  0.0074
C -3.4773 2.2555 1.8895  0.0072
C -2.0207 2.6922 1.9075  0.0000
C -0.9957 1.9265 2.7329  0.0018
C -0.2548 -0.1939 3.7432  -0.0006
H -0.0706 -2.7211 -0.8306  0.0000
H 1.3507 -1.7007 -0.5113  -0.0002
H -0.1321 -0.9911 -1.2351  -0.0001
H 0.4450 -1.9957 1.5870  0.0000
H -1.1643 -1.9023 0.9394  -0.0009
H -1.0647 0.5455 0.4108  0.0015
H 0.5558 0.6724 1.1798  -0.0020
H -2.7070 -1.1505 2.5230  0.0001
H -2.8157 0.1511 3.6727  0.0013
H -3.3480 0.5868 0.6923  -0.0001
H -4.5980 0.4396 1.8702  -0.0042
H -3.9953 2.7927 1.0950  -0.0001
H -4.0070 2.5578 2.7929  -0.0062
H -1.6770 2.6917 0.8731  0.0001
H -1.9213 3.7632 2.0841  0.0001
H 0.0517 2.2282 2.7306  -0.0029
H -1.3278 2.1458 3.7477  -0.0010
H -0.5616 -1.2324 3.8682  -0.0001
H -0.5616 0.2833 4.6739  0.0004
H 0.7961 0.0250 3.5544  0.0003
N 3.0010 4.0099 3.5540  0.0003
S 2.6491 3.2493 4.8050  -0.0002
O 3.7043 2.9686 5.7494  0.0000
O 1.4326 2.3595 4.8103  0.0000
F 1.9125 4.5395 5.5587  0.0000
S 3.5198 2.6267 2.8077  -0.0010
O 2.5451 1.6957 2.2592  -0.0003
O 4.7959 2.0292 3.1847  0.0000
F 4.0158 3.3778 1.4453  0.0000
N -8.1382 1.1770 -1.3928  -0.0001
S -7.4493 0.8765 -0.1405  0.0001
O -6.0522 0.4724 -0.3312  -0.0011
O -8.2148 0.2360 0.9678  0.0002
F -7.2807 2.3699 0.4253  0.0000
S -8.2994 -0.3683 -1.8577  0.0000
O -9.3845 -1.1093 -1.1955  0.0000
O -7.0612 -1.0428 -2.2872  0.0000
F -9.0065 -0.0293 -3.3080  0.0000
N -4.8332 7.4095 4.4667  0.0000
S -5.1122 6.3954 3.1312  -0.0004
O -4.0492 5.6007 2.5625  0.0004
O -6.0533 6.9405 2.1703  0.0000
F -6.0591 5.2744 3.7883  -0.0006
S -3.8108 8.2432 3.7401  0.0000
O -4.2183 9.0685 2.6241  0.0000
O -2.4487 7.7659 3.7572  0.0001
F -3.7105 9.3155 4.9044  0.0000
N 0.5590 -0.6156 -3.8664  -0.0001
S 1.6159 -1.8937 -4.0747  -0.0001
O 1.5268 -2.9072 -3.0074  0.0000
O 2.9268 -1.7324 -4.7044  0.0000
F 0.7967 -2.5686 -5.2755  0.0000
S 1.6482 0.3579 -3.5196  0.0000
O 2.2255 1.1557 -4.6107  0.0000
O 2.4326 0.1271 -2.3104  0.0000
F 0.4677 1.4076 -3.0316  -0.0002
N -0.3196 5.8502 -2.5686  -0.0001
S -0.7791 4.6504 -1.5595  0.0006
O -1.4136 3.4575 -2.1412  0.0001
O -1.1127 4.9904 -0.2083  -0.0003
F 0.6591 4.0474 -1.2769  0.0000
S -1.7346 6.3423 -2.6615  0.0000
O -2.2345 7.2992 -1.6440  0.0001
O -2.7505 5.4554 -3.2836  0.0000
F -1.4670 7.3050 -3.9625  0.0000
N 1.5394 -6.9257 1.3763  0.0000
S 1.3116 -8.4120 2.2162  0.0000
O 0.0082 -9.0413 2.0205  0.0000
O 1.8574 -8.5416 3.5897  0.0000
F 2.2910 -9.2235 1.2361  0.0000
S 0.6944 -6.1213 2.3939  0.0000
O 1.3875 -5.8639 3.6703  0.0000
O -0.7132 -6.2816 2.2840  0.0000
F 0.8883 -4.6424 1.6633  0.0000
N -4.9611 -4.5739 1.1903  0.0000
S -3.8441 -3.7856 0.6765  -0.0001
O -3.9545 -2.3888 0.3617  0.0003
O -2.8664 -4.5541 -0.1159  -0.0001
F -3.0277 -3.6206 2.0745  0.0000
S -5.9024 -4.4548 -0.1406  0.0000
O -5.4535 -5.1423 -1.3828  0.0000
O -6.8279 -3.3221 -0.3119  0.0000
F -6.9562 -5.5516 0.4242  0.0000
N 3.9603 -2.2635 6.1549  0.0000
S 5.0847 -1.2845 6.1000  0.0000
O 4.7623 0.0975 6.2881  0.0000
O 6.2727 -1.6899 5.3710  0.0000
F 5.5655 -1.5137 7.6244  0.0000
S 3.4272 -1.8839 4.5653  0.0000
O 3.7792 -2.7568 3.4359  0.0000
O 3.0863 -0.5138 4.2722  0.0000
F 1.9450 -2.4617 4.7805  0.0000
N -3.4584 3.3910 8.0339  0.0023
S -4.2130 2.0854 7.9512  -0.0010
O -3.4059 0.9744 7.3579  0.0001
O -5.6612 2.2407 7.9796  0.0013
F -3.9758 1.8713 9.4745  0.0001
S -3.0811 3.4737 6.3444  -0.0031
O -4.2080 3.3839 5.3860  0.0088
O -1.8580 2.8118 5.9157  0.0011
F -2.6621 5.0243 6.3008  0.0006
N -7.9657 0.5885 4.6280  0.4530
S -6.9572 1.6816 4.6433  -0.0942
O -5.5909 1.2052 4.5967  0.3941
O -7.2762 2.8658 5.3676  0.2031
F -7.1193 2.1957 3.1084  -0.0072
S -7.8512 0.3476 6.2983  -0.0225
O -8.7043 1.2130 7.1817  0.0427
O -6.6192 -0.2399 6.8380  0.0239
F -8.7557 -0.9759 6.3205  -0.0011

Cartesian forces (eV/Å) of the 3 atoms listed first:
-0.308 -0.258 -0.519
0.863 0.051 0.753
0.564 -0.171 -0.640

=====

Record 3
DFT (ωB97M-V with the def2-TZVPD basis set) results for a molecular structure, C17H13Cl5FNO5SiW in a non-equilibrium geometry.

Energy above the lowest of the compared OMol25 structures with the same formula, charge and spin: 5.02 kcal/mol
Charge: +2
E_HOMO: -15.02 eV
Largest force on an atom: 0.032 hartree/bohr
Molecular weight: 719.482 g mol⁻¹
E_LUMO: -9.250 eV

Last column: natural (NBO) charge in e.
CARTESIAN COORDINATES (ANGSTROEM)
W -0.3701 0.3144 0.5753  2.3304
Cl 3.2890 6.3256 2.1296  0.1645
C 2.5627 4.9458 1.4571  -0.0539
C 2.2443 3.8636 2.2933  -0.1048
Cl 2.5708 3.8879 3.9632  0.1435
C 1.6373 2.7622 1.7188  -0.0263
Cl 1.1672 1.3641 2.6462  0.1866
C 1.3686 2.7020 0.3590  0.1751
O 0.8137 1.5569 -0.1496  -0.5978
C 1.6818 3.7638 -0.4793  -0.0648
Cl 1.3423 3.6530 -2.1448  0.1223
C 2.2796 4.8966 0.0836  -0.0673
Cl 2.6642 6.2187 -0.9145  0.1535
C 1.2666 -0.9070 -2.5417  -1.1559
Si -0.5694 -0.8948 -2.2539  1.7568
C -1.3522 0.7990 -2.3185  -1.2019
C -1.4428 -2.1863 -3.2411  -1.1403
N -0.8837 -1.1847 -0.4046  -0.8378
C -0.6768 -2.4497 0.2338  -0.0066
C -1.4034 -3.6067 -0.0033  -0.1698
C -1.0253 -4.7531 0.6864  -0.1663
C 0.0482 -4.7547 1.5724  -0.1377
C 0.7959 -3.6046 1.8171  -0.2669
C 0.3794 -2.5096 1.1211  0.4202
F 1.0318 -1.2326 1.2217  -0.3297
H 1.5253 -0.0898 -3.2206  0.2819
H 1.5621 -1.8402 -3.0237  0.2800
H 1.8995 -0.7898 -1.6570  0.2503
H -1.6816 0.8234 -3.3684  0.3075
H -0.7324 1.6913 -2.2202  0.2807
H -2.2795 0.9170 -1.7533  0.2716
H -1.2380 -1.9456 -4.2893  0.2856
H -2.5231 -2.2201 -3.1097  0.2730
H -1.0198 -3.1730 -3.0464  0.2696
H -2.2410 -3.6085 -0.6860  0.2550
H -1.5792 -5.6684 0.5321  0.2591
H 0.3143 -5.6680 2.0858  0.2610
H 1.6375 -3.5783 2.4943  0.2767
O -2.3582 0.3125 3.9825  -0.3428
C -2.0465 0.4957 2.8753  0.6695
O -1.1320 -0.3073 2.1696  -0.6676
C -2.5026 1.6381 1.9331  0.6645
O -3.3059 2.4548 2.1315  -0.3358
O -1.7187 1.5866 0.7433  -0.6645

Cartesian forces (eV/Å) of the 3 atoms listed first:
0.063 -0.085 1.626
-0.016 -0.036 -0.019
0.007 0.014 0.021

=====

Record 4
DFT (ωB97M-V with the def2-TZVPD basis set) results for a molecular structure, C3H3KO3 in a non-equilibrium geometry.

Energy above the lowest of the compared OMol25 structures with the same formula, charge and spin: 115.57 kcal/mol
Charge: +1
E_HOMO (alpha / beta): -13.91 / -13.97 eV
Largest force on an atom: 0.060 hartree/bohr
Molecular weight: 126.152 g mol⁻¹
E_LUMO (alpha / beta): -3.811 / -6.296 eV
2S+1: 2

Last column: natural (NBO) charge in e.
CARTESIAN COORDINATES (ANGSTROEM)
H -0.5467 2.1703 0.1544  0.4824
O -1.1623 0.9215 -0.3559  -0.6633
C -1.0335 -0.1601 -1.0933  1.0164
O -0.6574 -0.0703 -2.2471  -0.7199
O -1.3770 -1.2777 -0.5219  -0.6459
K 1.3160 -0.5197 -4.1763  0.9976
H -1.7137 -1.1367 0.3792  0.5154
C -1.1026 2.2888 1.5900  -0.5828
C -1.7065 1.1666 1.4164  0.3178
H -1.1081 3.0113 2.3996  0.2824

Cartesian forces (eV/Å) of the 3 atoms listed first:
-1.364 -0.228 2.787
-0.515 0.507 1.101
-0.106 1.013 -0.473

=====

Record 5
DFT (ωB97M-V with the def2-TZVPD basis set) results for a molecular structure, C7H8O in a non-equilibrium geometry.

Energy above the lowest of the compared OMol25 structures with the same formula, charge and spin: 117.97 kcal/mol
Charge: 0
E_HOMO: -8.98 eV
Largest force on an atom: 0.104 hartree/bohr
Molecular weight: 108.140 g mol⁻¹
E_LUMO: 0.448 eV

Last column: natural (NBO) charge in e.
CARTESIAN COORDINATES (ANGSTROEM)
C -1.0229 0.6409 -0.9069  0.6017
C -1.3616 -0.8340 -0.8633  -0.3522
C -0.3151 -1.5181 -0.3861  -0.0679
C 0.7653 -0.7068 0.2194  -0.3317
C 1.4584 -0.6485 1.5434  -0.3927
C 1.4893 0.9639 1.0650  -0.3911
C 0.0366 0.5374 0.3972  -0.3072
H -2.2892 -1.1156 -1.4054  0.2401
H -0.3712 -2.6934 -0.1292  0.2133
H 1.6333 -0.5115 -0.5070  0.2132
H 2.3718 -1.3425 1.5315  0.2178
H 0.7210 -0.7161 2.3499  0.2089
H 2.4370 0.9276 0.3640  0.2060
H 1.7763 1.8467 1.8936  0.2213
H -0.7344 0.5629 1.2873  0.2200
O -1.4805 1.5541 -1.4747  -0.4995

Cartesian forces (eV/Å) of the 3 atoms listed first:
2.270 -1.740 3.886
-0.178 0.738 -2.023
-1.203 -4.944 1.600

=====

Record 6
DFT (ωB97M-V with the def2-TZVPD basis set) results for a gas-phase ion, C11H11O3S (charge -1) in a non-equilibrium geometry.

Energy above the lowest of the compared OMol25 structures with the same formula, charge and spin: 10.73 kcal/mol
Charge: -1
E_HOMO: -4.63 eV
Largest force on an atom: 0.077 hartree/bohr
Molecular weight: 223.273 g mol⁻¹
E_LUMO: 3.005 eV

Last column: natural (NBO) charge in e.
CARTESIAN COORDINATES (ANGSTROEM)
C 3.3590 -1.1837 -0.7519  -0.2402
C 2.9713 -1.6392 0.4784  -0.2147
C 2.4411 -0.6125 -1.6491  -0.2040
C 1.6318 -1.4560 0.9649  -0.2104
C 1.1166 -0.4911 -1.2269  -0.1787
C 0.7363 -0.8899 0.0560  -0.1336
C -0.6301 -0.6232 0.4981  -0.2441
C -2.0973 0.7837 -1.3296  0.7753
C -0.3391 2.0023 0.2730  -0.6607
C -2.6555 1.1515 1.1305  -0.6643
C -1.4921 0.9784 0.2006  -0.0514
O -3.3188 0.7901 -1.3327  -0.7218
O -1.2327 0.8226 -2.2291  -0.7858
O -2.8195 -2.0496 1.3144  -0.9438
S -1.4123 -2.0793 0.8385  1.0634
H 4.3628 -1.2577 -0.8967  0.1944
H 3.6323 -2.1584 1.1906  0.1952
H 2.9013 -0.2277 -2.5813  0.2112
H 1.4436 -1.8854 1.9701  0.2204
H 0.2943 -0.5070 -1.8691  0.2740
H 0.0479 1.8957 -0.7245  0.2559
H 0.4765 1.8083 1.0668  0.1918
H -0.7137 2.9704 0.6100  0.2047
H -3.4210 1.6091 0.5134  0.2617
H -2.4030 1.9821 1.8295  0.1660
H -2.8795 0.2664 1.6564  0.2396

Cartesian forces (eV/Å) of the 3 atoms listed first:
-2.163 0.479 0.725
-1.870 -0.383 1.972
0.827 0.226 0.589